No. 1
The following is a DFT calculation (the ωB97M-V functional and the def2-TZVPD basis) of one molecule with the formula C21H25N3S.

Each line ends with the Mulliken charge.
Cartesian coordinates (Å):
C 0.48 1.42 0.91  0.420
C 0.76 2.05 -0.30  -0.102
C -0.31 1.02 -2.27  -1.979
H -3.20 -1.57 -1.22  0.283
C 1.44 -1.31 -1.58  -1.090
C 0.37 4.18 0.76  -0.724
C 1.03 1.25 -1.55  1.075
C -3.41 -3.18 0.20  -0.482
C 0.15 2.17 2.03  -0.981
H -1.00 -0.42 -0.94  0.159
N 2.41 -2.17 -1.12  0.016
C 3.00 -0.08 -0.55  0.693
C 0.70 3.44 -0.36  -0.228
H -3.83 -3.80 -0.59  0.335
H -4.02 -4.59 1.71  0.375
H -4.64 -1.46 -0.21  0.366
H 2.42 -3.16 -1.26  0.200
H -5.15 -3.25 1.48  0.295
C 3.38 -1.44 -0.49  -0.582
H 0.32 5.26 0.69  0.416
H -0.16 0.37 -3.14  0.504
C -2.83 -0.75 0.73  -1.004
H 5.64 1.20 1.10  0.399
H 0.90 3.94 -1.30  0.392
C 5.35 -0.88 0.69  -0.467
H 6.27 -1.16 1.18  0.384
H -1.79 -1.05 0.83  0.135
C -2.24 1.16 -0.78  0.210
C -4.09 -3.52 1.52  -1.187
H 3.55 1.93 0.01  0.473
H -3.69 1.17 0.58  0.285
H -2.34 -3.42 0.27  0.278
S -2.68 2.68 -1.27  -0.424
H 0.54 0.35 0.98  0.397
H -3.28 -0.77 1.73  0.481
C 4.56 -1.85 0.13  -0.889
H -3.63 -2.99 2.35  0.305
H 1.65 1.85 -2.22  0.702
N -1.30 0.42 -1.41  0.103
C 4.99 0.47 0.65  -0.865
H 0.60 -1.70 -2.12  0.489
H -0.72 1.97 -2.61  0.553
N -2.90 0.62 0.27  0.024
H -0.18 4.12 2.83  0.411
H -0.06 1.66 2.96  0.413
C 0.09 3.55 1.96  -0.484
C -3.57 -1.71 -0.20  -0.251
C 3.83 0.88 0.03  -0.302
C 1.76 -0.02 -1.25  0.082
H 4.83 -2.90 0.17  0.386

The total energy is -1377.71547 Ha. For the molar mass, the calculation gives 351.519 g mol⁻¹. Its SMILES is CCCCNC(=S)NC[C@@H](c1ccccc1)c1c[nH]c2ccccc12. The maximum force comes out at 0.8 eV/A. The calculation puts the HOMO energy at -7.761 eV.

No. 2
The following is a DFT calculation (the ωB97M-V functional and the def2-TZVPD basis) of one molecule with the formula C21H25NO.

Each line ends with the Mulliken charge.
Cartesian coordinates (Å):
H -4.75 -0.03 0.36  0.437
H 2.88 3.11 1.89  0.418
C -0.38 -3.55 0.95  -0.481
H 2.07 0.25 -2.80  0.473
C -0.12 -3.60 -0.41  -0.705
N -3.02 1.16 0.31  0.766
C 4.60 0.52 0.56  -0.691
C -0.10 -2.39 1.65  -0.638
H -1.94 -0.28 2.25  -0.042
H -2.59 2.13 2.08  0.426
H -4.42 0.72 -1.19  0.393
C -2.93 0.06 2.51  -0.888
H 5.13 2.09 1.92  0.380
C 2.33 0.54 -0.23  -0.592
H -2.73 1.63 -2.44  0.314
H -4.29 1.65 1.94  0.262
C -0.88 1.41 -1.53  0.124
H -0.80 -4.41 1.46  0.397
H 1.09 2.12 0.51  0.381
H -3.64 -0.73 2.28  0.295
H -2.80 -1.56 0.05  0.070
H 5.58 0.07 0.57  0.385
H -0.30 -2.35 2.71  0.395
C 0.10 0.76 -1.28  -1.152
H -2.43 -0.79 -1.48  0.150
C 0.70 -1.35 -0.36  -0.105
C 1.25 -0.12 -1.08  2.281
H -2.21 3.05 0.21  0.497
C 4.34 1.66 1.32  -0.425
C 0.42 -2.51 -1.06  -0.241
H -3.78 2.93 -0.61  0.280
O 1.78 -0.53 -2.33  -0.612
C 0.44 -1.29 1.01  -0.133
C 2.07 1.67 0.53  0.122
H -2.97 0.27 3.58  0.474
H -1.85 3.15 -2.18  0.393
C -2.09 2.18 -1.74  -0.700
C -3.23 -1.03 -0.79  -0.826
C 3.59 -0.04 -0.21  -0.559
C 3.08 2.23 1.30  -0.830
H -3.94 -1.70 -1.29  0.496
H 0.65 -0.39 1.56  0.532
C -3.25 1.33 1.73  -0.725
H -0.34 -4.50 -0.97  0.409
C -2.82 2.40 -0.41  -1.059
H 0.62 -2.54 -2.12  0.442
H 3.78 -0.92 -0.80  0.451
C -3.94 0.24 -0.33  -1.038

The total energy is -945.13808 Ha. For the molar mass, the calculation gives 307.437 g mol⁻¹. Its SMILES is CCN(CC)CCC#CC(O)(c1ccccc1)c1ccccc1. The maximum force comes out at 0.5 eV/A. The calculation puts the HOMO energy at -8.285 eV.

No. 3
The following is a DFT calculation (the ωB97M-V functional and the def2-TZVPD basis) of a 2-piece molecular cluster, C21H25NO2 overall in a non-equilibrium geometry.

Each line ends with the Mulliken charge.
Cartesian coordinates (Å):
C 3.30 2.95 0.17  0.705
H -1.26 2.14 3.24  0.209
C 2.37 0.18 3.08  0.409
C 4.27 1.97 -0.23  -0.368
H 1.01 4.39 1.06  0.417
C 2.83 -3.36 3.31  -1.165
C -4.62 -1.37 3.17  -0.369
O 2.00 -1.10 3.21  -0.198
H 5.49 5.17 1.61  0.373
C -3.37 -1.95 2.93  -0.461
C -2.32 0.25 3.09  0.736
C -1.14 1.07 3.01  -0.587
H 1.79 -3.71 3.27  0.280
H -5.52 -1.99 3.18  0.347
C -4.74 0.01 3.38  -0.511
H 0.36 1.53 -0.82  0.456
C 1.22 1.12 2.84  0.804
H 0.88 3.19 2.54  0.023
H -0.02 3.67 -0.18  0.384
H 1.92 0.70 -0.64  0.350
C 1.45 1.65 -0.92  -1.866
C -2.22 -1.15 2.91  -0.441
H 2.56 2.73 2.92  0.247
H 2.75 -1.93 4.94  0.295
C 1.50 2.53 3.14  -1.156
H -3.28 -3.03 2.76  0.362
H 1.31 2.73 4.22  0.476
C 6.05 3.23 0.82  -0.490
H -3.67 1.89 3.50  0.324
H 3.41 -4.06 3.93  0.390
C 1.01 3.95 0.05  -1.911
C 3.81 4.14 0.79  -0.321
C 1.92 2.78 -0.08  1.773
C -3.60 0.82 3.35  -0.481
H -5.72 0.46 3.55  0.353
H 3.11 4.96 1.02  0.283
H 1.67 1.84 -1.98  0.398
O 3.52 0.61 3.20  -0.704
H 1.31 4.76 -0.64  0.410
H -1.23 -1.58 2.75  0.486
H 6.31 1.33 -0.19  0.380
N 0.03 0.57 2.74  -0.327
C 2.97 -1.97 3.86  -0.242
H 3.93 1.09 -0.80  0.277
H 3.98 -1.58 3.69  0.301
C 5.60 2.10 0.11  -0.694
H 3.24 -3.41 2.29  0.286
H 7.10 3.33 1.07  0.405
C 5.14 4.25 1.13  -0.646

The total energy is -1020.31618 Ha. For the molar mass, the calculation gives 323.436 g mol⁻¹. The maximum force comes out at 1.7 eV/A. The calculation puts the HOMO energy at -5.704 eV.

No. 4
The following is a DFT calculation (the ωB97M-V functional and the def2-TZVPD basis) of C21H26AlClP2 as an isolated structure in a non-equilibrium geometry.

Each line ends with the Mulliken charge.
Cartesian coordinates (Å):
C 1.78 0.41 -0.83  0.359
H 2.71 -0.32 0.99  0.157
H 0.06 -5.33 -3.40  -0.034
H 5.21 -0.32 -2.51  0.422
H -2.00 4.88 -1.99  0.423
Cl 0.52 1.82 3.61  -0.171
C 3.20 0.42 -2.80  -0.788
C -1.01 -1.76 4.69  -1.187
H 4.88 -0.82 -0.10  0.418
H 1.29 -2.66 1.76  0.420
C -2.02 -1.47 -2.63  -0.690
H -2.62 0.65 0.57  0.513
C -3.31 -1.31 -2.12  -0.508
C -1.00 3.13 -1.23  -0.154
C -1.87 -2.76 2.04  -1.091
H 3.35 0.64 -3.86  0.419
C -2.46 0.07 -0.34  -0.573
Al -0.05 0.32 2.23  0.296
H 1.17 1.14 -2.79  0.503
C 1.97 0.70 -2.19  -0.262
H 1.70 -2.01 3.36  0.433
C -1.18 4.51 -1.38  -0.663
H -1.65 -2.80 0.97  0.324
H -2.87 -2.34 2.14  0.399
H -1.90 -3.82 2.42  0.426
C -0.35 5.41 -0.71  -0.462
H -1.85 -2.08 -3.52  0.469
C 0.01 2.64 -0.38  0.436
H -4.16 -1.79 -2.61  0.422
C -3.53 -0.58 -0.95  -0.894
C 0.88 3.55 0.24  -0.468
P 0.20 0.83 0.02  1.405
H -1.66 2.44 -1.76  0.385
C 2.84 -0.13 -0.08  -0.257
H -1.07 -2.80 5.02  0.406
H 0.08 -1.06 -2.33  0.501
H 0.82 -5.30 -3.36  0.034
C -0.93 -0.87 -1.98  -0.607
C 4.24 -0.13 -2.05  -0.483
H -0.52 6.48 -0.79  0.413
C 0.95 -2.58 2.80  -1.380
C 4.07 -0.40 -0.69  -0.736
H -1.95 -1.22 4.92  0.394
P -0.66 -1.73 2.90  1.115
C 0.68 4.92 0.10  -0.726
H 1.70 3.17 0.86  0.385
H 1.33 5.61 0.64  0.424
H 0.85 -3.57 3.26  0.425
H -4.52 -0.50 -0.50  0.452
H -0.18 -1.28 5.23  0.385
C -1.16 -0.03 -0.88  0.571

The charge is +2. The total energy is -2200.65391 Ha. For the molar mass, the calculation gives 402.822 g mol⁻¹. The maximum force comes out at 4.0 eV/A. The calculation puts the HOMO energy at -14.828 eV.

No. 5
The following is a DFT calculation (the ωB97M-V functional and the def2-TZVPD basis) of one molecule with the formula C21H26ClF3N4O.

Each line ends with the Mulliken charge.
Cartesian coordinates (Å):
H 4.92 -1.78 3.05  0.450
C 1.65 -1.00 -1.06  0.233
C -4.60 1.31 3.75  -0.752
H -2.26 2.45 -3.03  0.457
H -0.42 -1.68 -3.59  0.439
N 1.09 -0.95 -2.40  0.213
C -0.24 -1.52 -2.53  -1.471
C -3.79 1.25 1.06  0.122
C -2.53 1.94 -0.97  0.828
H 4.30 -4.78 -0.82  0.348
H -0.27 -2.49 -2.02  0.466
C 3.19 -0.89 -1.12  -1.610
H 1.25 -0.23 -0.39  -0.053
H -5.91 -0.30 3.22  0.429
O -1.82 2.78 -0.46  -0.628
C -1.34 -0.61 -1.98  -0.144
C -4.76 0.37 1.55  0.424
H 2.09 0.81 -2.87  0.404
H -2.48 2.86 1.60  0.572
H 5.03 -4.07 1.65  0.449
H -4.91 1.33 4.78  0.486
H -3.32 1.03 -2.78  0.464
C 4.16 -2.86 0.05  0.811
Cl -5.48 -0.79 0.48  -0.266
C 4.02 -3.77 -1.12  -1.382
H 4.08 0.70 2.52  0.337
C 0.01 1.29 -2.49  -0.296
C -3.23 2.17 1.95  -0.322
C -3.02 3.21 4.19  0.997
N -3.44 1.19 -0.28  0.004
H 0.03 2.23 -3.05  0.462
H 0.95 0.21 -4.09  0.392
N 3.81 -1.54 0.00  0.432
C -2.41 1.54 -2.44  -1.454
F -3.34 3.03 5.48  -0.289
H 4.66 -3.46 -1.94  0.286
H -2.31 -1.07 -2.17  0.484
C -3.64 2.19 3.28  -0.398
H 0.20 1.53 -1.43  0.216
H 2.99 -3.80 -1.49  0.258
N -1.28 0.66 -2.69  0.009
F -1.68 3.20 4.13  -0.253
H 3.52 -1.37 -2.04  0.315
H 1.40 -1.98 -0.63  0.618
C 1.11 0.36 -3.02  -1.271
H -1.21 -0.49 -0.89  0.272
H 3.50 0.15 -1.14  0.198
F -3.40 4.46 3.87  -0.252
C 4.07 -0.96 1.21  0.813
H 2.75 0.72 1.36  0.244
C -5.16 0.39 2.87  -0.539
H -3.96 0.49 -0.80  0.163
C 4.66 -3.12 1.30  -0.813
C 3.80 0.48 1.49  -1.341
C 4.60 -1.92 2.03  -0.849
H 4.39 1.12 0.84  0.286

The total energy is -1869.91230 Ha. For the molar mass, the calculation gives 442.913 g mol⁻¹. Its SMILES is Cc1ccc(C)n1CCN1CCN(CC(=O)Nc2cc(C(F)(F)F)ccc2Cl)CC1. The maximum force comes out at 0.6 eV/A. The calculation puts the HOMO energy at -7.544 eV.

No. 6
The following is a DFT calculation (the ωB97M-V functional and the def2-TZVPD basis) of one molecule with the formula C21H26ClN3O4S in a non-equilibrium geometry.

Each line ends with the Mulliken charge.
Cartesian coordinates (Å):
H -6.56 -1.37 -0.75  0.409
N 2.04 -1.81 0.44  0.410
H -1.80 -1.60 1.61  0.393
H -3.35 2.85 -0.67  0.395
H -4.83 0.42 -0.52  0.276
S 4.88 -0.44 -0.13  -0.149
O -3.44 -0.80 0.39  -0.304
N 2.14 1.55 0.67  -0.256
H -3.96 2.33 1.67  0.470
C 3.20 1.76 -0.17  0.625
C -0.27 -0.91 -1.31  -0.492
O 1.40 2.57 -1.15  -0.355
H -5.44 -2.54 -0.02  0.316
Cl 0.56 1.38 3.02  -0.179
H -2.21 1.67 3.28  0.468
C -2.93 2.27 1.35  -0.492
O -2.89 -0.21 -1.73  -0.663
H -5.05 -1.79 -1.58  0.323
H 4.80 1.56 1.21  0.362
C 1.02 -2.70 -0.08  -0.298
H 1.51 -3.68 -0.18  0.523
H 0.40 -0.10 -1.01  -0.145
C -2.59 2.56 0.04  -0.615
C 3.40 2.84 -2.54  -1.685
H -0.26 -0.74 1.44  -0.345
H -0.74 -0.64 -2.26  0.544
H 4.93 -1.55 2.01  0.398
C 4.13 -1.15 1.38  -0.425
C 3.18 -2.27 0.98  0.451
H 4.16 2.12 -2.85  0.407
C -4.80 -0.48 0.10  -0.239
C -5.51 -1.62 -0.61  -1.324
C 2.74 2.38 -1.30  0.483
O 3.45 -3.44 1.12  -0.694
H 2.66 2.94 -3.33  0.363
C -0.63 1.82 1.85  0.523
H 3.60 -0.35 1.89  0.212
H 5.29 1.87 -0.47  0.438
H 3.88 3.80 -2.39  0.325
H 1.36 -2.06 -2.12  0.434
N -1.33 -1.04 -0.33  0.544
C 1.10 2.05 0.07  0.094
H -0.84 -3.60 0.51  0.415
C -0.17 -2.82 0.88  -1.268
C -0.92 -1.50 0.98  0.196
H 1.87 -0.82 0.42  -0.112
C 4.58 1.36 0.17  -1.126
C -1.27 2.48 -0.36  -0.505
C -2.58 -0.65 -0.65  0.613
H 0.19 -3.12 1.87  0.427
C -1.95 1.90 2.25  -0.456
H -5.25 -0.28 1.08  0.365
C -0.27 2.11 0.53  0.316
H -1.00 2.70 -1.39  0.469
C 0.52 -2.22 -1.44  -1.279
H -0.13 -2.99 -1.87  0.420

The total energy is -2139.51046 Ha. For the molar mass, the calculation gives 451.976 g mol⁻¹. Its SMILES is CCOC(=O)N1CCC(NC(=O)CSCc2nc(-c3ccccc3Cl)oc2C)CC1. The maximum force comes out at 1.3 eV/A. The calculation puts the HOMO energy at -8.404 eV.

No. 7
The following is a DFT calculation (the ωB97M-V functional and the def2-TZVPD basis) of C21H26CrI2N4O8SSi as an isolated structure.

Each line ends with the Mulliken charge.
Cartesian coordinates (Å):
H 2.83 -6.00 0.05  0.393
H -0.47 -2.12 -4.77  0.372
H -1.03 -0.03 5.89  0.335
H 3.47 -3.71 -0.52  0.149
H -0.60 3.10 -0.10  0.655
N -6.46 3.72 0.17  1.048
C -4.98 4.03 -1.77  -0.369
O -7.15 4.61 -0.27  -0.594
C -1.01 3.95 6.45  -1.097
H -1.02 5.06 1.39  0.455
H 2.03 3.01 5.47  0.343
O -2.60 0.48 0.81  -0.720
C 2.67 -5.22 0.79  -0.583
C 1.48 2.15 5.85  -1.026
H 0.51 -5.29 1.21  0.380
C 3.52 -3.99 0.53  -0.470
O -0.66 -2.20 0.73  -0.597
H 0.95 -4.49 -0.31  0.252
H 3.27 -2.82 2.25  0.391
H 1.11 -1.52 -5.35  0.324
I -0.17 0.46 -4.09  0.150
C -0.81 3.89 3.19  0.062
I 1.39 -2.52 -2.91  0.071
O 1.22 -1.09 0.64  -0.837
C -0.57 2.64 3.74  0.216
O -1.43 0.52 -1.01  -0.449
H -2.45 1.02 5.91  0.345
H -0.48 4.84 6.14  0.322
H -2.19 2.32 -2.66  0.071
H 4.56 -4.09 0.84  0.398
O -2.38 4.18 -4.16  -0.598
C -3.07 2.58 -2.09  -0.369
C -0.84 4.08 1.81  -1.101
C -4.54 2.23 -0.22  -0.407
H 2.87 -5.63 1.78  0.299
H -1.41 0.92 7.33  0.354
H -2.07 4.10 6.26  0.349
S -0.19 -0.09 3.17  -0.473
N 2.83 -2.93 1.34  -0.007
C -2.47 0.88 -0.39  1.094
H 1.74 2.02 6.90  0.367
O -4.22 5.30 -4.03  -0.590
H 1.83 1.26 5.31  0.296
C -3.85 3.65 -2.48  0.025
H -0.89 3.86 7.53  0.325
C 0.57 -2.15 0.87  0.999
C -1.41 0.93 6.24  -1.031
C 0.41 -1.54 -4.52  -0.781
H -5.57 4.88 -2.08  0.624
C -5.30 3.30 -0.64  -0.200
H -0.97 4.73 3.85  0.360
H 2.80 -1.99 0.89  0.296
H -4.81 1.69 0.68  0.665
N -0.43 1.78 1.48  0.120
C 1.24 -4.65 0.73  -0.671
Cr -0.67 -0.11 0.86  -0.469
Si -0.38 2.38 5.62  0.232
C -0.40 1.60 2.82  0.527
O -6.63 3.15 1.23  -0.597
C -0.63 3.01 0.98  -0.563
C 1.38 -3.31 1.46  0.108
N -3.46 4.44 -3.66  1.055
H 1.10 -3.40 2.51  0.397
C -3.41 1.87 -0.95  0.376

The spin multiplicity is 4. The charge is +1. The total energy is -3964.07817 Ha. For the molar mass, the calculation gives 828.416 g mol⁻¹. The maximum force comes out at 0.7 eV/A. The calculation puts the HOMO energy (spin up / spin down) at -10.988 / -11.100 eV.

No. 8
The following is a DFT calculation (the ωB97M-V functional and the def2-TZVPD basis) of a 3-piece molecular cluster, C21H26F17N2O2 overall in a non-equilibrium geometry.

Each line ends with the Mulliken charge.
Cartesian coordinates (Å):
F -1.19 -2.52 -1.07  -0.261
F -2.06 8.47 -2.99  -0.270
H -0.88 -7.70 -2.76  0.275
F -3.17 6.93 -1.01  -0.325
C -0.33 -1.37 1.49  -0.313
F 1.87 -5.93 -2.18  -0.264
F 0.32 -7.98 -1.20  -0.272
C -2.55 0.36 2.87  -0.447
H 2.96 -1.43 0.18  0.391
F -1.29 7.84 -0.42  -0.273
F 3.08 6.48 -1.62  -0.258
H -2.04 -0.51 3.42  0.241
H -0.94 -2.02 2.21  0.328
F -0.88 -6.20 -1.45  -0.184
H 0.98 -1.81 5.40  0.342
H 3.15 -1.11 3.36  0.265
F 1.38 7.73 -1.12  -0.213
H -2.04 5.18 0.00  0.424
N 1.03 -1.76 1.25  0.890
H -1.91 2.59 2.67  0.132
C 2.01 6.58 -0.79  0.207
C -1.58 7.23 -2.70  0.122
C -0.99 -0.12 0.85  0.112
H 1.91 -3.77 4.04  0.387
H 2.38 6.68 0.23  0.239
H -3.25 -0.60 0.95  0.280
H -3.65 0.34 3.20  0.413
F -0.28 7.25 -3.03  -0.211
C -0.49 -3.57 -3.09  0.617
O -0.06 5.45 -0.11  -0.381
N 2.82 -1.14 4.35  -0.686
C -1.33 5.51 -0.77  -0.649
H 1.28 -3.91 1.41  -0.022
H -1.41 4.75 -1.55  0.327
F 1.59 -7.56 -3.59  -0.322
C 1.57 -2.96 1.97  -0.699
F 0.72 5.13 -2.20  -0.271
H 2.05 0.83 -1.07  0.437
H -0.45 -5.81 -4.51  0.335
C 1.37 0.24 -0.38  -0.737
F -2.84 1.45 0.62  -0.303
C 1.38 -1.63 4.32  0.039
H 0.65 -2.26 -1.78  0.069
H 2.73 -2.86 1.92  0.553
H 1.23 -5.68 -4.89  0.415
F -0.90 -2.53 -3.87  -0.293
H 0.76 -0.76 3.91  -0.061
F 0.37 -4.02 -0.91  -0.315
H -2.44 2.06 4.34  0.354
F 1.75 4.25 -0.52  -0.291
O 0.60 -4.15 -3.77  -0.396
C -0.11 -3.04 -1.71  0.632
C -1.82 6.89 -1.23  0.795
C 1.09 5.37 -0.93  0.743
C 0.95 -6.53 -2.97  0.881
C -0.12 0.73 -0.11  -0.452
C -0.18 -7.13 -2.13  0.078
H 2.71 -0.14 4.62  0.291
C 1.90 -1.04 0.35  -0.294
F -1.52 -4.43 -3.06  -0.263
C -1.86 1.71 3.40  -0.821
H -2.10 6.52 -3.36  0.282
H -0.54 1.67 -0.60  0.505
H -0.77 1.55 3.75  0.184
C 1.20 -3.01 3.54  -0.770
H 0.14 -3.44 3.62  0.361
C 0.51 -5.55 -4.08  -0.708
C -2.50 0.19 1.26  0.079

The charge is +1. The total energy is -2773.10821 Ha. For the molar mass, the calculation gives 661.417 g mol⁻¹. The maximum force comes out at 4.3 eV/A. The calculation puts the HOMO energy at -12.686 eV.